Density functional theory data (ωB97M-V with the def2-TZVPD basis set) for a molecular structure, C49H31BrF3N4O2S2SbV in a non-equilibrium geometry.

For the LUMO energy (spin up / spin down), the calculation gives 0.138 / 0.138 hartree. The value obtained for the energy above the lowest of the compared OMol25 structures with the same formula, charge and spin is 4.9 kcal per mole. Its HOMO-LUMO gap (spin up / spin down) is 4.95 / 6.54 eV. The largest force on an atom comes out at 1.5 eV Å⁻¹. The total energy is -7109.72800 a.u. For the highest occupied orbital energy (spin up / spin down), the calculation gives -1.192 / -2.783 eV. The expectation value of S² is 3.814.

ORCA input file:
```
! wB97M-V def2-TZVPD RIJCOSX def2/J DEFGRID3
* xyz -2 4
V 0.376 -0.526 1.620
C 3.560 -0.612 2.645
O 2.225 -1.046 2.837
C 1.978 -2.105 3.687
C 2.943 -2.637 4.514
C 2.630 -3.714 5.350
C 1.344 -4.227 5.338
C 0.366 -3.681 4.507
C 0.660 -2.612 3.657
N -0.254 -2.003 2.800
N -1.450 -2.612 2.744
C -2.460 -2.037 2.045
C -2.446 -0.806 1.329
O -1.324 -0.137 1.054
C -3.664 -0.239 0.907
C -4.863 -0.885 1.027
C -4.918 -2.188 1.601
C -6.131 -2.914 1.685
C -6.179 -4.157 2.255
C -4.994 -4.728 2.770
C -3.807 -4.046 2.698
C -3.730 -2.760 2.112
H 3.935 -0.124 3.546
H 4.194 -1.456 2.376
H 3.527 0.101 1.828
H 3.944 -2.226 4.518
H 3.391 -4.130 5.999
H 1.091 -5.063 5.982
H -0.641 -4.068 4.493
H -3.612 0.746 0.459
H -5.779 -0.417 0.678
H -7.032 -2.464 1.276
H -7.116 -4.699 2.310
H -5.022 -5.714 3.220
H -2.895 -4.480 3.086
S 1.411 0.849 -0.141
C 2.579 -0.197 -0.921
C 3.514 0.365 -1.799
C 4.472 -0.397 -2.451
C 5.425 0.249 -3.339
N 6.181 0.761 -4.039
C 4.522 -1.772 -2.212
C 3.599 -2.348 -1.357
C 2.599 -1.599 -0.710
S 1.424 -2.404 0.293
C 5.521 -2.611 -2.859
N 6.302 -3.291 -3.359
H 3.481 1.433 -1.974
H 3.632 -3.418 -1.187
F -4.314 3.757 -7.236
C -3.655 3.276 -6.150
C -3.292 4.153 -5.154
C -2.607 3.650 -4.047
C -2.276 2.296 -3.934
C -2.686 1.449 -4.973
C -3.372 1.929 -6.087
Sb -1.327 1.465 -2.136
C -0.218 3.277 -1.804
C 0.547 3.932 -2.766
C 1.266 5.085 -2.454
C 1.195 5.572 -1.167
F 1.888 6.696 -0.859
C 0.451 4.961 -0.182
C -0.252 3.808 -0.512
C -0.037 0.253 -3.347
C 0.202 -1.051 -2.908
C 1.008 -1.923 -3.635
C 1.596 -1.459 -4.789
F 2.401 -2.287 -5.492
C 1.396 -0.176 -5.262
C 0.565 0.673 -4.537
H -3.541 5.203 -5.246
H -2.309 4.341 -3.264
H -2.455 0.389 -4.925
H -3.678 1.277 -6.896
H 0.600 3.549 -3.778
H 1.876 5.594 -3.190
H 0.447 5.364 0.823
H -0.808 3.295 0.268
H -0.226 -1.403 -1.972
H 1.195 -2.933 -3.291
H 1.875 0.141 -6.181
H 0.363 1.660 -4.935
Br 0.763 4.073 6.716
C 0.600 2.821 5.275
C 0.055 1.572 5.518
C -0.046 0.671 4.458
C 0.381 0.956 3.148
C 0.917 2.248 2.976
C 1.031 3.179 4.012
H -0.280 1.303 6.512
H -0.486 -0.299 4.674
H 1.277 2.554 1.998
H 1.458 4.158 3.835
*
```

Here is what Mulliken gives for the atomic charges, in e: 0.24, -1.19, 0.61, 0.68, -0.60, -0.80, -0.71, -1.14, -0.13, 2.10, -1.37, 0.10, -0.08, 0.29, -0.89, -1.25, 0.94, -0.83, -0.42, -0.74, -0.40, 0.60, 0.35, 0.36, 0.26, 0.44, 0.36, 0.37, 0.39, 0.44, 0.30, 0.35, 0.36, 0.37, 0.39, 0.09, -0.10, -1.04, 0.39, -0.27, -0.65, 0.83, -1.20, 0.82, -0.67, -0.29, -0.64, 0.51, 0.51, -0.36, 0.44, -0.71, -0.29, -0.29, -0.20, -0.69, 1.17, -0.06, -0.05, -0.85, 0.45, -0.38, -0.52, -0.51, -0.07, -0.68, -0.39, 0.42, -0.42, -0.80, -0.11, 0.41, 0.42, 0.43, 0.41, 0.19, 0.44, 0.46, 0.38, 0.41, 0.39, 0.42, 0.29, -0.29, 0.09, -0.84, -0.28, 0.84, 0.13, -0.81, 0.42, 0.25, 0.27, 0.44